# 1
Computed, not measured: an isolated molecule of C20H28N4O6S in a non-equilibrium geometry, with ωB97M-V/def2-TZVPD.

Summary:
- molar mass (g mol⁻¹) = 452.5
- ΔE to the lowest compared entry with this formula, charge and spin (kJ/mol) = 22.6
- E_tot (Eh) = -1847.63689
- net charge = 0
- frontier orbital gap (eV) = 9.145
- SMILES string = CCCC[C@]1(C)NC(=O)N(CC(=O)Nc2ccc(S(=O)(=O)N3CCOCC3)cc2)C1=O
- HOMO level (eV) = -8.72

Positions of all 59 atoms, in Å:
C  7.42  3.26  0.34
C  6.82  1.88  0.60
C  6.86  1.01  -0.65
C  6.19  -0.35  -0.46
C  4.70  -0.39  -0.87
C  4.53  -0.40  -2.39
N  3.92  0.65  -0.25
C  2.95  0.18  0.55
O  2.13  0.82  1.17
N  3.04  -1.21  0.53
C  2.21  -2.10  1.32
C  0.78  -2.23  0.78
O  0.34  -3.29  0.40
N  0.10  -1.06  0.82
C  -1.19  -0.78  0.38
C  -1.62  0.55  0.48
C  -2.89  0.89  0.06
C  -3.72  -0.08  -0.46
S  -5.37  0.34  -1.01
O  -5.60  -0.21  -2.32
O  -5.56  1.76  -0.83
N  -6.27  -0.57  0.07
C  -6.40  0.04  1.38
C  -7.56  1.05  1.41
O  -8.76  0.45  0.97
C  -8.63  -0.04  -0.35
C  -7.53  -1.10  -0.42
C  -3.31  -1.39  -0.57
C  -2.04  -1.75  -0.14
C  4.06  -1.64  -0.28
O  4.38  -2.79  -0.45
H  7.40  3.86  1.25
H  6.87  3.79  -0.43
H  8.46  3.17  0.02
H  5.79  2.00  0.95
H  7.38  1.39  1.40
H  6.40  1.54  -1.48
H  7.91  0.85  -0.92
H  6.27  -0.64  0.60
H  6.70  -1.12  -1.04
H  4.94  -1.32  -2.79
H  5.05  0.44  -2.85
H  3.48  -0.34  -2.65
H  4.02  1.63  -0.46
H  2.68  -3.08  1.29
H  2.17  -1.73  2.35
H  0.62  -0.24  1.16
H  -0.96  1.29  0.88
H  -3.25  1.91  0.11
H  -5.46  0.54  1.62
H  -6.58  -0.76  2.11
H  -7.75  1.40  2.43
H  -7.30  1.90  0.77
H  -9.60  -0.46  -0.61
H  -8.38  0.78  -1.03
H  -7.36  -1.41  -1.46
H  -7.79  -1.97  0.19
H  -3.98  -2.12  -0.99
H  -1.70  -2.77  -0.22

---

# 2
Computed, not measured: a structure of composition C5H8NO2 in a non-equilibrium geometry, with ωB97M-V/def2-TZVPD.

Summary:
- molar mass (g mol⁻¹) = 114.1
- ΔE to the lowest compared entry with this formula, charge and spin (kJ/mol) = 371.3
- E_tot (Eh) = -400.47327
- net charge = -1
- frontier orbital gap (eV) = 6.814
- HOMO level (eV) = -4.03

Positions of all 16 atoms, in Å:
O  -3.49  3.01  0.74
C  -3.03  1.90  0.41
O  -3.12  0.79  0.97
C  0.11  -0.68  -0.43
C  1.50  -0.56  0.12
C  2.51  -1.48  -0.32
C  3.25  -2.53  0.08
N  2.73  -0.64  -1.37
H  -0.40  -1.63  -0.24
H  -0.54  0.13  -0.08
H  1.81  0.44  0.42
H  0.18  -0.57  -1.51
H  3.96  -2.83  -0.68
H  2.96  -3.28  0.81
H  2.98  0.30  -1.07
H  -2.35  1.91  -0.50

---

# 3
Computed, not measured: a structure of composition C33H25N8O2Rb in a non-equilibrium geometry, with ωB97M-V/def2-TZVPD.

Summary:
- molar mass (g mol⁻¹) = 651.1
- ΔE to the lowest compared entry with this formula, charge and spin (kJ/mol) = 0.0
- E_tot (Eh) = -1885.06766
- net charge = -2
- frontier orbital gap (eV) = 3.860
- HOMO level (eV) = -0.58

Positions of all 69 atoms, in Å:
Rb  -1.11  1.59  -0.72
O  -2.63  0.02  -2.26
C  -2.30  -1.16  -2.30
N  -2.78  -2.25  -1.71
C  -3.76  -2.18  -0.77
C  -4.97  -1.53  -1.07
C  -6.17  -1.98  -0.52
C  -6.16  -3.03  0.46
C  -4.94  -3.49  0.90
C  -3.71  -2.93  0.43
N  -2.57  -3.19  1.08
C  -1.58  -2.24  1.15
O  -1.55  -1.19  0.53
C  -0.40  -2.59  1.97
C  -0.50  -3.55  2.98
C  0.56  -3.76  3.79
C  1.83  -3.27  3.41
C  1.87  -2.43  2.30
N  0.77  -2.02  1.64
C  -1.01  -1.48  -3.09
C  -0.58  -2.77  -3.38
C  0.41  -2.97  -4.38
C  1.06  -1.86  -4.88
C  0.72  -0.60  -4.39
N  -0.23  -0.47  -3.49
H  -5.04  -0.77  -1.85
H  -7.03  -1.34  -0.67
H  -7.19  -3.44  0.77
H  -4.80  -4.29  1.66
H  -1.50  -3.95  3.25
H  0.34  -4.37  4.73
H  2.67  -3.46  4.03
H  2.78  -2.09  1.89
H  -1.09  -3.58  -2.89
H  0.71  -4.00  -4.58
H  1.82  -1.97  -5.62
H  1.14  0.30  -4.74
C  3.98  -1.18  -2.33
C  2.88  -1.59  -1.58
C  2.42  -0.81  -0.50
C  3.12  0.39  -0.24
C  4.07  0.90  -1.15
C  4.54  0.09  -2.13
N  2.71  1.08  0.91
N  3.44  2.09  1.17
C  3.06  3.05  2.16
C  3.89  4.13  2.28
C  3.78  5.02  3.33
C  2.76  4.86  4.23
C  1.86  3.78  4.12
C  2.10  2.83  3.11
H  4.33  -1.93  -3.10
H  2.41  -2.56  -1.81
H  1.54  -1.04  0.08
H  4.39  1.94  -1.05
H  5.46  0.36  -2.62
H  4.71  4.12  1.54
H  4.57  5.71  3.53
H  2.60  5.57  4.97
H  1.02  3.66  4.78
N  -1.36  4.18  -0.56
C  -1.51  5.50  -0.31
C  -2.81  5.95  -0.77
C  -3.40  4.78  -1.22
N  -2.51  3.71  -1.07
H  1.21  2.07  2.86
H  -0.73  6.04  0.16
H  -3.27  7.00  -0.87
H  -4.37  4.61  -1.58

---

# 4
Computed, not measured: a cluster of 2 separate species, C10H14FN in total in a non-equilibrium geometry, with ωB97M-V/def2-TZVPD.

Summary:
- molar mass (g mol⁻¹) = 167.2
- E_tot (Eh) = -543.83937
- net charge = 0
- frontier orbital gap (alpha / beta) (eV) = 5.637 / 7.047
- <S²> = 2.020
- multiplicity = 3
- HOMO level (alpha / beta) (eV) = -4.87 / -8.59

Positions of all 26 atoms, in Å:
C  2.73  -1.39  -0.13
C  1.96  -1.11  1.07
C  2.58  -0.65  -1.23
C  1.00  -0.20  1.13
C  1.41  0.29  -1.30
C  0.86  0.71  -0.06
C  -1.49  -1.67  -0.20
C  -3.39  -0.07  -0.32
C  -2.46  -0.95  0.39
C  0.33  1.96  0.13
N  -0.30  2.61  1.17
F  0.25  2.66  -1.02
H  3.59  -2.18  0.06
H  2.27  -1.76  1.83
H  3.29  -0.68  -2.03
H  0.47  0.05  2.06
H  1.89  1.18  -2.00
H  -0.96  -2.34  0.48
H  0.60  -0.18  -1.82
H  -1.28  -1.85  -1.24
H  -3.74  -0.33  -1.26
H  -4.31  0.21  0.20
H  -2.86  0.92  -0.64
H  -2.29  -0.80  1.48
H  0.01  3.59  1.26
H  -0.18  1.98  1.98